w:
Formula: C3H9O3
Source: the OMol25 dataset
Level of theory: wB97M-V/def2-TZVPD

```
15
Properties=species:S:1:pos:R:3
C 1.066 -0.108 -0.566
C 0.085 -0.803 0.370
O -0.837 0.077 0.977
C 1.907 1.012 0.173
O 1.899 0.918 1.502
H 1.724 -0.898 -0.950
H 0.489 0.311 -1.392
H 0.642 -1.365 1.114
H -0.511 -1.554 -0.175
H -0.352 0.913 1.089
H 1.493 1.988 -0.251
H 2.928 0.976 -0.313
H -3.265 0.133 -0.947
H -3.369 -1.158 -0.123
O -3.899 -0.441 -0.506
```

Its LUMO energy is 3.845 eV. The charge is -1. Its HOMO-LUMO gap is 6.5 eV. The value obtained for the molecular weight is 93.1 g/mol.

For each atom in turn, the Mulliken charge in e is: C -0.542; C -0.423; O -0.480; C -0.574; O -0.853; H 0.292; H 0.277; H 0.230; H 0.306; H 0.349; H 0.145; H 0.278; H 0.320; H 0.321; O -0.647


x:
Formula: C3H9O3
Source: the OMol25 dataset
Level of theory: wB97M-V/def2-TZVPD

```
15
Properties=species:S:1:pos:R:3
C -0.300 0.918 0.084
O -1.062 1.060 -0.995
C 0.370 -0.509 -0.012
C 1.801 -0.667 0.419
O 2.036 -0.365 1.897
H 0.517 1.692 0.297
H -0.828 0.825 1.130
H 0.410 -0.698 -1.090
H -0.257 -1.285 0.408
H 2.146 -1.699 0.328
H 2.540 0.009 -0.045
H 1.586 0.480 2.013
H -3.231 -0.538 -1.140
H -2.427 0.619 -1.487
O -3.301 0.158 -1.805
```

Its LUMO energy is 3.917 eV. The charge is -1. Its HOMO-LUMO gap is 7.4 eV. The value obtained for the molecular weight is 93.1 g/mol.

For each atom in turn, the Mulliken charge in e is: C -0.454; O -0.852; C -0.260; C -0.512; O -0.567; H 0.154; H 0.111; H 0.205; H 0.287; H 0.299; H 0.283; H 0.310; H 0.242; H 0.530; O -0.775


Quick one: most stable of them? x


w:
Formula: C10H36O13
Source: the OMol25 dataset
Level of theory: wB97M-V/def2-TZVPD

```
59
Properties=species:S:1:pos:R:3
O 1.179 2.091 2.320
C 0.448 1.123 1.646
C 1.395 -0.087 1.442
O 0.972 -0.896 0.435
H 1.682 2.537 1.659
H -0.476 0.858 2.099
H 0.265 1.562 0.662
H 1.442 -0.630 2.427
H 2.295 0.367 1.037
H 1.268 -1.791 0.638
O 0.723 -3.944 0.885
C -0.529 -4.342 1.406
C -1.346 -3.195 1.994
O -2.542 -3.552 2.618
H 0.993 -4.495 0.157
H -1.105 -4.816 0.626
H -0.373 -5.162 2.108
H -1.567 -2.461 1.180
H -0.769 -2.684 2.758
H -2.889 -2.749 2.963
O 0.888 -4.976 -1.757
C 2.101 -4.619 -2.410
C 2.327 -3.062 -2.157
O 3.559 -2.661 -2.740
H 0.161 -4.415 -1.967
H 2.911 -5.285 -2.054
H 1.989 -4.700 -3.483
H 2.239 -2.840 -1.086
H 1.533 -2.521 -2.674
H 3.695 -1.794 -2.332
O -4.510 3.086 0.497
C -4.220 1.653 0.485
C -2.934 1.359 1.334
O -2.607 -0.031 1.359
H -5.447 3.210 0.413
H -5.131 1.201 0.870
H -4.078 1.422 -0.559
H -2.976 1.712 2.373
H -2.152 1.875 0.871
H -3.340 -0.527 1.626
O 1.471 3.393 -3.265
C 1.392 3.712 -1.907
C 2.690 3.421 -1.099
O 2.464 3.582 0.315
H 1.642 4.248 -3.728
H 1.001 4.697 -1.880
H 0.694 3.011 -1.478
H 3.448 4.181 -1.243
H 3.093 2.411 -1.201
H 2.441 4.542 0.481
O -1.523 1.767 -1.995
H -1.894 0.961 -1.701
H -1.702 2.469 -1.327
O -0.947 3.777 2.510
H -0.213 3.160 2.626
H -0.511 4.631 2.730
O 0.649 -0.067 -2.134
H 0.773 -0.337 -1.216
H -0.045 0.633 -2.146
```

Its LUMO energy is 0.361 eV. The SMILES is OCCO.OCCO.OCCO.OCCO.OCCO.O.O.O. Its HOMO-LUMO gap is 10.4 eV. The value obtained for the molecular weight is 364.4 g/mol.

For each atom in turn, the Mulliken charge in e is: O -0.747; C -0.101; C -0.364; O -0.531; H 0.595; H 0.367; H -0.005; H 0.308; H 0.247; H 0.125; O -0.432; C -0.481; C 0.001; O -0.593; H 0.282; H 0.340; H 0.281; H 0.092; H 0.214; H 0.341; O -0.580; C -0.532; C 0.258; O -0.577; H 0.302; H 0.315; H 0.325; H -0.067; H 0.198; H 0.335; O -0.524; C -0.435; C 0.009; O -0.352; H 0.294; H 0.446; H 0.148; H 0.333; H -0.170; H 0.236; O -0.556; C 0.024; C -0.449; O -0.540; H 0.332; H 0.490; H -0.231; H 0.334; H 0.252; H 0.265; O -0.681; H 0.320; H 0.311; O -0.658; H 0.411; H 0.259; O -0.638; H 0.506; H 0.347


x:
Formula: C10H36O13
Source: the OMol25 dataset
Level of theory: wB97M-V/def2-TZVPD

```
59
Properties=species:S:1:pos:R:3
O -0.356 -0.761 -1.712
C 0.192 0.204 -0.875
C 1.552 0.770 -1.397
O 1.868 1.811 -0.536
H -1.281 -0.475 -1.840
H -0.418 1.084 -0.564
H 0.254 -0.134 0.173
H 1.500 1.123 -2.385
H 2.299 -0.006 -1.439
H 1.485 2.535 -1.025
O -1.598 -0.358 3.607
C -1.325 0.252 2.367
C -0.229 1.247 2.546
O 0.937 0.605 3.159
H -1.681 0.335 4.221
H -1.052 -0.511 1.663
H -2.245 0.757 1.973
H -0.543 2.000 3.284
H 0.125 1.699 1.586
H 1.489 1.346 3.304
O 0.742 5.702 1.671
C 0.125 4.611 0.994
C -0.125 4.990 -0.450
O -0.356 3.791 -1.173
H 1.657 5.660 1.573
H 0.670 3.698 1.267
H -0.920 4.447 1.397
H 0.749 5.505 -0.821
H -0.968 5.583 -0.551
H -1.091 3.288 -0.805
O 1.938 -2.203 -0.420
C 2.521 -3.464 -0.806
C 4.140 -3.534 -0.784
O 4.639 -4.845 -0.593
H 1.019 -2.131 -0.685
H 2.097 -4.244 -0.242
H 2.086 -3.678 -1.777
H 4.477 -2.841 0.016
H 4.699 -3.001 -1.553
H 5.548 -4.723 -0.332
O -2.567 -4.806 -2.240
C -2.053 -3.628 -1.658
C -3.129 -3.195 -0.567
O -2.728 -2.070 0.159
H -1.850 -5.426 -2.457
H -1.065 -3.986 -1.255
H -1.878 -2.920 -2.404
H -3.187 -4.056 0.042
H -4.101 -3.039 -0.970
H -1.967 -2.265 0.667
O -2.789 2.577 -0.451
H -2.908 1.622 -0.675
H -3.567 3.007 -0.831
O 3.455 1.117 1.602
H 3.257 0.171 1.729
H 2.858 1.531 0.961
O -3.239 0.071 -1.196
H -4.083 -0.065 -1.676
H -3.054 -0.772 -0.793
```

Its LUMO energy is 0.085 eV. The SMILES is OCCO.OCCO.OCCO.OCCO.OCCO.O.O.O. Its HOMO-LUMO gap is 10.0 eV. The value obtained for the molecular weight is 364.4 g/mol.

For each atom in turn, the Mulliken charge in e is: O -0.632; C 1.268; C -0.677; O -0.562; H 0.440; H -0.788; H 0.108; H 0.408; H 0.185; H 0.237; O -0.548; C 0.252; C 0.522; O -0.566; H 0.354; H -0.402; H 0.148; H 0.559; H -0.607; H 0.356; O -0.598; C 0.221; C -0.441; O -0.548; H 0.322; H -0.040; H 0.170; H 0.328; H 0.338; H 0.288; O -0.369; C -0.454; C -0.503; O -0.522; H 0.118; H 0.405; H 0.339; H 0.248; H 0.346; H 0.308; O -0.584; C 0.070; C -0.672; O -0.511; H 0.323; H 0.053; H 0.250; H 0.378; H 0.407; H 0.250; O -0.621; H 0.379; H 0.267; O -0.698; H 0.299; H 0.458; O -0.707; H 0.294; H 0.354


Quick one: most stable of them? w


w:
Formula: C2H5BrN3
Source: the OMol25 dataset
Level of theory: wB97M-V/def2-TZVPD

```
11
Properties=species:S:1:pos:R:3
C 0.299 1.172 -0.590
C 0.155 -0.943 0.742
N 0.968 1.104 0.643
N 0.871 0.098 1.323
N -0.446 -0.204 -0.576
Br -1.255 -1.700 1.906
H -0.601 1.940 -0.434
H 0.663 1.556 -1.584
H 1.243 -2.051 0.312
H -1.442 -0.014 -0.438
H -0.455 -0.959 -1.302
```

Its LUMO energy is -5.226 eV. The charge is +1. Its HOMO-LUMO gap is 9.8 eV. The value obtained for the molecular weight is 151.0 g/mol.

For each atom in turn, the Mulliken charge in e is: C -0.267; C -0.131; N -0.108; N -0.075; N -0.268; Br 0.009; H 0.283; H 0.377; H 0.425; H 0.375; H 0.380


x:
Formula: C2H5BrN3
Source: the OMol25 dataset
Level of theory: wB97M-V/def2-TZVPD

```
11
Properties=species:S:1:pos:R:3
C 0.823 -0.101 -0.921
C 0.523 0.654 1.121
N 0.999 1.295 -0.902
N 0.870 1.716 0.259
N 0.464 -0.440 0.425
Br -2.518 -0.423 -0.181
H 0.225 -0.459 -1.669
H 1.904 -0.521 -1.314
H 0.321 0.672 2.104
H -3.662 -1.095 0.307
H 0.051 -1.297 0.771
```

Its LUMO energy is -6.617 eV. The charge is +1. Its HOMO-LUMO gap is 8.6 eV. The value obtained for the molecular weight is 151.0 g/mol.

For each atom in turn, the Mulliken charge in e is: C -0.392; C 0.065; N -0.020; N -0.176; N 0.028; Br -0.231; H 0.352; H 0.331; H 0.471; H 0.279; H 0.292


Quick one: most stable of them? x


w:
Formula: C23H34N4O2
Source: the OMol25 dataset
Level of theory: wB97M-V/def2-TZVPD

```
63
Properties=species:S:1:pos:R:3
C 1.136 -1.810 -0.618
C 0.304 -0.547 -0.837
C 0.106 0.206 0.477
C 0.899 0.384 -1.925
C 2.418 0.437 -2.030
N 3.069 0.954 -0.842
C 3.065 2.286 -0.560
O 2.579 3.106 -1.322
C 3.654 2.668 0.739
C 4.057 3.961 1.122
N 4.529 3.975 2.354
N 4.419 2.708 2.789
C 4.766 2.401 4.169
C 5.056 0.944 4.376
C 4.869 0.374 5.751
C 3.921 -0.006 4.652
C 3.883 1.895 1.861
C 0.254 -0.089 -3.223
C -1.171 -0.395 -2.797
N -1.005 -0.914 -1.440
C -1.936 -1.656 -0.788
O -1.755 -2.102 0.337
C -3.244 -1.880 -1.513
C -4.386 -2.521 -0.705
C -5.364 -1.564 -1.400
C -6.195 -2.036 -2.614
C -7.266 -0.993 -2.223
C -6.644 -0.956 -0.809
C -4.169 -0.658 -1.761
H 2.087 -1.570 -0.136
H 0.592 -2.495 0.029
H 1.346 -2.316 -1.563
H 1.065 0.585 0.835
H -0.555 1.062 0.324
H -0.330 -0.443 1.234
H 0.551 1.401 -1.719
H 2.826 -0.552 -2.239
H 2.677 1.086 -2.869
H 3.565 0.329 -0.233
H 4.032 4.859 0.526
H 5.632 3.017 4.412
H 3.944 2.715 4.818
H 5.889 0.560 3.799
H 5.579 -0.365 6.092
H 4.507 1.037 6.526
H 2.921 0.405 4.683
H 3.981 -1.008 4.250
H 3.698 0.856 2.073
H 0.303 0.661 -4.013
H 0.745 -0.997 -3.585
H -1.778 0.515 -2.799
H -1.655 -1.126 -3.443
H -3.070 -2.424 -2.445
H -4.558 -3.591 -0.817
H -4.264 -2.286 0.353
H -5.737 -1.961 -3.602
H -6.560 -3.055 -2.468
H -7.120 -0.049 -2.750
H -8.310 -1.286 -2.310
H -7.139 -1.659 -0.135
H -6.551 0.009 -0.309
H -4.003 0.104 -0.994
H -4.164 -0.186 -2.744
```

Its LUMO energy is 0.575 eV. The SMILES is CC1(C)[C@@H](CNC(=O)c2cnn(CC3CC3)c2)CCN1C(=O)C1CC2(CCC2)C1. Its HOMO-LUMO gap is 9.7 eV. The value obtained for the molecular weight is 398.6 g/mol.

For each atom in turn, the Mulliken charge in e is: C -1.986; C 0.876; C -1.764; C 0.885; C -2.015; N 0.018; C 0.176; O -0.691; C 0.203; C -0.799; N -1.296; N 0.836; C -0.501; C 0.010; C -0.681; C -0.617; C 0.077; C -1.239; C -0.565; N 0.377; C -0.128; O -0.664; C 0.429; C -1.282; C 1.513; C -1.049; C -0.519; C -0.893; C -1.356; H 0.350; H 0.485; H 0.404; H 0.237; H 0.441; H 0.475; H 0.581; H 0.440; H 0.404; H 0.323; H 0.528; H 0.308; H 0.229; H 0.375; H 0.264; H 0.244; H 0.253; H 0.296; H 0.663; H 0.467; H 0.359; H 0.277; H 0.487; H 0.545; H 0.360; H 0.316; H 0.290; H 0.335; H 0.220; H 0.368; H 0.307; H 0.307; H 0.354; H 0.351


x:
Formula: C23H34N4O2
Source: the OMol25 dataset
Level of theory: wB97M-V/def2-TZVPD

```
63
Properties=species:S:1:pos:R:3
C -0.832 -3.679 3.097
C -1.281 -2.697 2.058
C -2.221 -1.720 2.359
C -2.651 -0.824 1.397
C -2.159 -0.886 0.100
C -2.553 0.140 -0.947
C -1.461 1.149 -0.836
N -0.514 1.352 -1.704
O 0.314 2.271 -1.122
C -0.211 2.555 0.077
C 0.550 3.392 1.046
N 1.090 2.586 2.134
C 0.066 2.214 3.091
C 1.827 1.408 1.683
C 2.988 1.762 0.758
C 3.935 0.579 0.474
N 3.556 -0.369 -0.549
C 2.475 -1.283 -0.247
C 2.533 -2.421 -1.269
O 2.386 -1.933 -2.581
C 3.386 -0.986 -2.875
C 3.366 0.177 -1.879
N -1.305 1.897 0.299
C -3.903 0.831 -0.701
C -4.248 1.400 -2.072
C -3.878 0.264 -3.024
C -2.664 -0.426 -2.379
C -1.202 -1.850 -0.200
C -0.779 -2.746 0.764
H -1.500 -4.541 3.107
H 0.174 -4.035 2.886
H -0.849 -3.230 4.088
H -2.618 -1.654 3.362
H -3.368 -0.066 1.668
H -0.110 4.146 1.479
H 1.368 3.889 0.522
H -0.399 3.119 3.480
H 0.537 1.683 3.915
H -0.712 1.574 2.653
H 2.230 0.935 2.584
H 1.155 0.675 1.207
H 3.564 2.556 1.239
H 2.621 2.142 -0.195
H 4.098 0.013 1.396
H 4.900 0.990 0.160
H 2.602 -1.681 0.762
H 1.482 -0.807 -0.321
H 1.717 -3.129 -1.116
H 3.497 -2.942 -1.169
H 3.184 -0.633 -3.888
H 4.375 -1.468 -2.842
H 4.181 0.867 -2.104
H 2.404 0.706 -1.983
H -3.834 1.599 0.068
H -4.645 0.087 -0.406
H -5.294 1.692 -2.154
H -3.628 2.276 -2.273
H -3.655 0.627 -4.026
H -4.712 -0.436 -3.098
H -1.749 -0.218 -2.930
H -2.811 -1.505 -2.345
H -0.776 -1.896 -1.191
H -0.039 -3.492 0.511
```

Its LUMO energy is 0.796 eV. The SMILES is Cc1ccc(C2(c3noc(CN(C)CCCN4CCOCC4)n3)CCCC2)cc1. Its HOMO-LUMO gap is 9.0 eV. The value obtained for the molecular weight is 398.6 g/mol.

For each atom in turn, the Mulliken charge in e is: C -1.624; C 1.042; C -1.058; C -0.544; C -0.686; C 3.409; C -0.901; N -0.465; O -0.117; C 0.874; C -1.493; N -0.052; C -0.945; C -0.200; C -0.307; C -1.346; N 0.103; C 0.208; C -0.824; O -0.419; C -0.839; C -0.210; N -0.255; C -1.240; C -0.741; C -0.833; C -1.166; C -0.233; C -0.931; H 0.298; H 0.372; H 0.388; H 0.378; H 0.413; H 0.619; H 0.343; H 0.339; H 0.340; H 0.280; H 0.637; H -0.001; H 0.309; H 0.173; H 0.444; H 0.392; H 0.539; H -0.386; H 0.270; H 0.399; H 0.387; H 0.386; H 0.519; H -0.025; H 0.432; H 0.469; H 0.473; H 0.251; H 0.330; H 0.361; H 0.462; H 0.370; H 0.480; H 0.351


Quick one: most stable of them? w


w:
Formula: C4H6OS
Source: the OMol25 dataset
Level of theory: wB97M-V/def2-TZVPD

```
12
Properties=species:S:1:pos:R:3
C -0.661 -1.575 0.913
C -0.980 -0.834 0.008
C 1.444 1.217 0.651
C -1.659 -0.038 -0.933
O 2.813 -0.774 -0.366
S 2.333 0.625 -0.536
H -0.331 -2.180 1.637
H 1.273 2.318 0.649
H 1.385 0.596 1.486
H -1.556 -0.214 -2.040
H -1.312 1.040 -0.758
H -2.749 -0.182 -0.710
```

Its LUMO energy (alpha / beta) is 0.865 / -2.646 eV. As for the expectation value of S²: 2.008. Its spin multiplicity is 3. Its HOMO-LUMO gap (alpha / beta) is 7.8 / 7.3 eV. The value obtained for the molecular weight is 102.2 g/mol.

For each atom in turn, the Mulliken charge in e is: C -0.053; C -0.139; C -0.703; C -1.006; O -0.364; S 0.244; H 0.463; H 0.336; H 0.444; H 0.279; H 0.241; H 0.258


x:
Formula: C4H6OS
Source: the OMol25 dataset
Level of theory: wB97M-V/def2-TZVPD

```
12
Properties=species:S:1:pos:R:3
C -1.199 0.745 -0.007
C -2.481 0.556 -0.048
C 0.571 -1.021 -0.143
C 1.340 0.107 0.431
O 2.561 0.314 -0.142
S 0.124 1.781 0.056
H -3.188 1.166 0.453
H -2.789 -0.329 -0.442
H 0.291 -1.915 0.512
H 0.680 -1.413 -1.206
H 1.352 0.137 1.570
H 2.738 -0.128 -1.035
```

Its LUMO energy (alpha / beta) is 0.768 / -1.076 eV. As for the expectation value of S²: 2.009. Its spin multiplicity is 3. Its HOMO-LUMO gap (alpha / beta) is 7.7 / 7.5 eV. The value obtained for the molecular weight is 102.2 g/mol.

For each atom in turn, the Mulliken charge in e is: C -0.055; C -0.422; C -0.932; C 0.347; O -0.494; S -0.177; H 0.272; H 0.267; H 0.255; H 0.288; H 0.312; H 0.339


Quick one: most stable of them? x


w:
Formula: C4H4ClF
Source: the OMol25 dataset
Level of theory: wB97M-V/def2-TZVPD

```
10
Properties=species:S:1:pos:R:3
F 2.976 -0.095 -0.117
C 1.724 -0.477 -0.027
C 0.747 0.415 0.065
C -0.589 -0.229 0.148
C -1.703 0.461 0.010
Cl -3.255 -0.275 -0.082
H 1.695 -1.538 0.028
H 0.770 1.448 -0.156
H -0.595 -1.280 0.134
H -1.770 1.569 -0.003
```

Its LUMO energy is 1.023 eV. The SMILES is F/C=C/C=C/Cl. Its HOMO-LUMO gap is 9.8 eV. The value obtained for the molecular weight is 106.5 g/mol.

For each atom in turn, the Mulliken charge in e is: F -0.237; C -0.199; C -0.200; C -0.104; C -0.334; Cl -0.186; H 0.325; H 0.352; H 0.272; H 0.311


x:
Formula: C4H4ClF
Source: the OMol25 dataset
Level of theory: wB97M-V/def2-TZVPD

```
10
Properties=species:S:1:pos:R:3
F -1.291 2.061 0.167
C -0.453 1.020 0.061
C 0.733 0.815 -0.538
C 0.812 -0.622 -0.085
C -0.633 -0.351 0.645
Cl -1.962 -1.389 -0.094
H 1.496 1.149 -1.169
H 0.472 -1.310 -0.954
H 1.684 -1.075 0.302
H -0.857 -0.299 1.666
```

Its LUMO energy is 0.984 eV. The SMILES is FC1=CC[C@@H]1Cl. Its HOMO-LUMO gap is 10.8 eV. The value obtained for the molecular weight is 106.5 g/mol.

For each atom in turn, the Mulliken charge in e is: F -0.302; C 0.290; C -0.472; C -0.551; C -0.123; Cl -0.230; H 0.413; H 0.205; H 0.368; H 0.402


Quick one: most stable of them? w